{
  "formula": "C3H10O2",
  "method": "ωB97M-V with the def2-TZVPD basis set",
  "elements": ["C", "C", "O", "H", "H", "H", "H", "H", "H", "C", "O", "H", "H", "H", "H"],
  "positions_angstrom": [[0.269, 2.447, -0.084], [0.151, 1.005, 0.384], [1.217, 0.588, 1.224], [1.224, 2.622, -0.583], [-0.546, 2.655, -0.776], [0.182, 3.151, 0.748], [0.140, 0.349, -0.483], [-0.812, 0.877, 0.892], [1.329, 1.252, 1.913], [-0.325, -2.526, -0.233], [-1.086, -1.867, -1.243], [-0.332, -1.889, 0.650], [-0.776, -3.483, 0.035], [0.714, -2.667, -0.537], [-1.348, -2.514, -1.906]],
  "nbo_charge": [-0.635, -0.067, -0.721, 0.210, 0.216, 0.195, 0.190, 0.151, 0.460, -0.252, -0.730, 0.189, 0.163, 0.166, 0.466],
  "smiles": "CCO.CO",
  "max_force_ev_per_a": 0.4,
  "de_lowest_kcal_mol": 16.7,
  "energy_ev": -7367.353,
  "molar_mass_g_mol": 78.11
}

{
  "formula": "C3H10O2",
  "method": "ωB97M-V with the def2-TZVPD basis set",
  "elements": ["C", "C", "C", "O", "H", "H", "H", "H", "H", "H", "H", "H", "O", "H", "H"],
  "positions_angstrom": [[1.033, 0.961, 0.280], [0.559, -0.411, 0.564], [0.139, -1.068, -0.794], [-0.615, -0.315, 1.353], [1.976, 1.326, 0.574], [0.056, 1.671, 0.402], [1.263, 1.201, -0.847], [1.274, -1.045, 1.237], [1.209, -1.343, -1.233], [-0.445, -0.482, -1.488], [-0.238, -2.143, -0.589], [-0.529, -0.991, 2.085], [-1.894, 1.199, -0.574], [-2.605, 0.605, -0.733], [-1.183, 0.836, -0.236]],
  "nbo_charge": [-0.672, 0.062, -0.644, -0.749, 0.235, 0.240, 0.215, 0.180, 0.207, 0.233, 0.212, 0.481, -0.934, 0.474, 0.460],
  "smiles": "CC(C)O.O",
  "max_force_ev_per_a": 7.5,
  "de_lowest_kcal_mol": 48.8,
  "energy_ev": -7365.960,
  "molar_mass_g_mol": 78.11
}

{
  "formula": "C3H10O2S2",
  "method": "ωB97M-V with the def2-TZVPD basis set",
  "elements": ["O", "C", "C", "C", "S", "S", "H", "H", "H", "H", "H", "H", "H", "H", "O", "H", "H"],
  "positions_angstrom": [[2.446, 0.056, 0.285], [2.204, 1.318, -0.451], [0.683, 1.654, -0.498], [-0.222, 0.624, -1.288], [-1.988, 0.510, -0.408], [-1.375, -0.286, 1.407], [1.592, -0.161, 0.725], [2.762, 2.026, 0.027], [2.638, 1.117, -1.437], [0.539, 1.646, 0.613], [0.584, 2.593, -1.024], [-0.425, 0.849, -2.359], [0.176, -0.389, -1.265], [-1.528, -1.614, 1.176], [1.078, -3.159, -0.077], [1.894, -3.365, 0.335], [1.384, -3.037, -1.004]],
  "nbo_charge": [-0.745, -0.053, -0.462, -0.466, 0.041, -0.157, 0.470, 0.174, 0.164, 0.222, 0.223, 0.224, 0.219, 0.145, -0.934, 0.467, 0.467],
  "smiles": "OCCCSS.O",
  "max_force_ev_per_a": 4.4,
  "de_lowest_kcal_mol": 16.9,
  "energy_ev": -29037.798,
  "molar_mass_g_mol": 142.25
}

{
  "formula": "C3H10O3",
  "method": "ωB97M-V with the def2-TZVPD basis set",
  "elements": ["C", "C", "C", "O", "H", "H", "H", "H", "H", "H", "O", "H", "H", "O", "H", "H"],
  "positions_angstrom": [[-1.414, -0.920, 1.067], [-1.034, -0.380, -0.093], [-0.991, 1.100, -0.332], [-0.467, -1.139, -1.086], [-2.089, -0.375, 1.701], [-1.005, -1.867, 1.392], [-1.449, 1.408, -1.276], [0.048, 1.403, -0.278], [-1.549, 1.643, 0.429], [-1.078, -1.235, -1.820], [2.102, 0.541, -2.182], [2.216, 0.152, -1.302], [2.757, 0.118, -2.752], [1.415, 0.228, 2.224], [2.007, -0.528, 2.181], [0.531, -0.149, 2.126]],
  "nbo_charge": [-0.540, 0.349, -0.675, -0.719, 0.213, 0.210, 0.213, 0.246, 0.219, 0.489, -0.942, 0.475, 0.469, -0.948, 0.465, 0.478],
  "smiles": "C=C(C)O.O.O",
  "max_force_ev_per_a": 1.2,
  "de_lowest_kcal_mol": 23.3,
  "energy_ev": -9414.521,
  "molar_mass_g_mol": 94.11
}

{
  "formula": "C3H10O3S",
  "method": "ωB97M-V with the def2-TZVPD basis set",
  "elements": ["O", "C", "C", "C", "S", "H", "H", "H", "H", "H", "H", "O", "H", "H", "O", "H", "H"],
  "positions_angstrom": [[-2.527, 1.566, 0.432], [-1.457, 1.257, -0.210], [-0.255, 0.515, 0.392], [0.065, -0.556, -0.710], [1.613, -1.465, -0.485], [-1.433, 1.683, -1.225], [0.635, 1.175, 0.632], [-0.474, -0.082, 1.288], [0.281, -0.118, -1.748], [-0.863, -1.121, -0.795], [1.143, -2.507, -1.190], [-1.838, -1.313, 2.006], [-2.325, -0.499, 2.152], [-1.971, -1.904, 2.696], [2.295, 1.717, -1.049], [2.773, 2.129, -1.746], [2.876, 1.637, -0.244]],
  "nbo_charge": [-0.555, 0.425, -0.543, -0.526, -0.034, 0.140, 0.241, 0.270, 0.217, 0.225, 0.126, -0.953, 0.490, 0.475, -0.955, 0.478, 0.480],
  "smiles": "O=CCCS.O.O",
  "max_force_ev_per_a": 5.4,
  "de_lowest_kcal_mol": 30.3,
  "energy_ev": -20249.453,
  "molar_mass_g_mol": 126.18
}

{
  "formula": "C3H10O4",
  "method": "ωB97M-V with the def2-TZVPD basis set",
  "elements": ["C", "C", "C", "O", "O", "H", "H", "H", "H", "H", "H", "O", "H", "H", "O", "H", "H"],
  "positions_angstrom": [[-0.855, -0.619, -2.893], [0.242, 0.271, -2.306], [1.003, -0.295, -0.928], [1.093, -1.476, -0.573], [1.811, 0.606, -0.359], [-0.705, -1.632, -3.172], [-1.665, -0.604, -2.093], [-1.268, -0.113, -3.811], [-0.234, 1.402, -1.919], [1.103, 0.331, -3.049], [2.065, 0.143, 0.407], [1.317, 2.793, 6.902], [1.705, 2.368, 6.165], [0.359, 2.493, 7.012], [-2.139, -1.693, 0.545], [-1.246, -1.615, 0.054], [-2.584, -2.360, 0.018]],
  "nbo_charge": [-0.636, -0.487, 0.785, -0.631, -0.663, 0.228, 0.213, 0.222, 0.239, 0.239, 0.493, -0.947, 0.470, 0.477, -0.946, 0.479, 0.465],
  "smiles": "CCC(=O)O.O.O",
  "max_force_ev_per_a": 4.0,
  "de_lowest_kcal_mol": 36.0,
  "energy_ev": -11462.191,
  "molar_mass_g_mol": 110.11
}

{
  "formula": "C3H10O4",
  "method": "ωB97M-V with the def2-TZVPD basis set",
  "elements": ["C", "C", "C", "O", "O", "H", "H", "H", "H", "H", "H", "O", "H", "H", "O", "H", "H"],
  "positions_angstrom": [[-2.218, 0.311, -1.171], [-0.835, 0.976, -0.924], [-0.183, 0.102, 0.148], [0.404, -0.918, -0.087], [-0.388, 0.526, 1.426], [-2.768, -0.006, -0.293], [-2.070, -0.481, -1.895], [-2.846, 1.072, -1.650], [-0.258, 0.848, -1.834], [-0.805, 1.977, -0.510], [0.332, 1.158, 1.581], [1.475, 2.472, 1.182], [2.426, 2.461, 1.091], [1.271, 3.294, 1.653], [1.274, -3.553, -0.757], [1.216, -2.613, -0.607], [1.633, -3.956, 0.022]],
  "nbo_charge": [-0.601, -0.509, 0.830, -0.603, -0.752, 0.219, 0.222, 0.210, 0.227, 0.220, 0.514, -0.954, 0.492, 0.489, -0.961, 0.494, 0.462],
  "smiles": "CCC(=O)O.O.O",
  "max_force_ev_per_a": 2.1,
  "de_lowest_kcal_mol": 12.2,
  "energy_ev": -11463.223,
  "molar_mass_g_mol": 110.11
}

{
  "formula": "C3H10O4",
  "method": "ωB97M-V with the def2-TZVPD basis set",
  "elements": ["C", "C", "C", "O", "O", "H", "H", "H", "H", "H", "H", "O", "H", "H", "O", "H", "H"],
  "positions_angstrom": [[1.205, 0.445, 1.321], [0.087, -0.367, 0.946], [-0.500, 0.348, -0.257], [0.022, 0.185, -1.340], [-1.104, 1.522, 0.177], [1.016, 1.132, 2.100], [1.466, 1.080, 0.458], [1.974, -0.324, 1.600], [0.455, -1.421, 0.633], [-0.808, -0.548, 1.556], [-0.645, 1.558, 1.031], [-4.083, -0.577, 0.329], [-4.997, -0.261, 0.162], [-3.554, 0.266, 0.136], [3.403, -1.152, -2.680], [2.618, -0.659, -2.551], [3.443, -1.227, -3.623]],
  "nbo_charge": [-0.640, -0.541, 0.792, -0.558, -0.694, 0.207, 0.233, 0.248, 0.240, 0.231, 0.483, -0.942, 0.470, 0.472, -0.934, 0.471, 0.463],
  "smiles": "CCC(=O)O.O.O",
  "max_force_ev_per_a": 6.3,
  "de_lowest_kcal_mol": 43.9,
  "energy_ev": -11461.846,
  "molar_mass_g_mol": 110.11
}

{
  "formula": "C3H10O5",
  "method": "ωB97M-V with the def2-TZVPD basis set",
  "elements": ["O", "C", "O", "C", "C", "O", "H", "H", "H", "H", "H", "H", "O", "H", "H", "O", "H", "H"],
  "positions_angstrom": [[-1.162, 2.183, -2.092], [-0.955, 1.040, -1.796], [-1.345, 0.008, -2.566], [-0.268, 0.526, -0.546], [0.721, -0.586, -0.970], [1.540, -0.926, 0.133], [-1.823, 0.225, -3.362], [-1.045, 0.160, 0.135], [0.056, 1.316, 0.128], [1.257, -0.459, -1.924], [0.112, -1.469, -1.165], [2.107, -0.192, 0.416], [0.590, 1.323, 2.181], [0.667, 0.394, 1.933], [-0.317, 1.336, 2.519], [-0.380, -1.362, 2.388], [0.132, -1.598, 1.585], [0.113, -1.920, 3.005]],
  "nbo_charge": [-0.577, 0.799, -0.713, -0.580, -0.063, -0.747, 0.503, 0.239, 0.278, 0.184, 0.193, 0.482, -0.951, 0.477, 0.474, -0.956, 0.484, 0.473],
  "smiles": "O=C(O)CCO.O.O",
  "max_force_ev_per_a": 1.4,
  "de_lowest_kcal_mol": 7.9,
  "energy_ev": -13510.538,
  "molar_mass_g_mol": 126.11
}

{
  "formula": "C3H10OS",
  "method": "ωB97M-V with the def2-TZVPD basis set",
  "elements": ["C", "C", "O", "H", "H", "H", "H", "H", "H", "C", "S", "H", "H", "H", "H"],
  "positions_angstrom": [[-1.846, -2.868, 0.290], [-1.677, -1.800, -0.789], [-0.517, -2.157, -1.597], [-0.867, -3.119, 0.712], [-2.498, -2.544, 1.083], [-2.209, -3.798, -0.152], [-1.435, -0.884, -0.256], [-2.526, -1.737, -1.451], [-0.098, -2.819, -1.030], [1.825, 3.399, 0.588], [3.326, 3.930, -0.335], [2.044, 2.643, 1.333], [1.422, 4.313, 1.007], [1.140, 2.985, -0.148], [3.918, 4.457, 0.745]],
  "nbo_charge": [-0.638, -0.065, -0.718, 0.194, 0.219, 0.210, 0.160, 0.181, 0.457, -0.713, -0.057, 0.215, 0.216, 0.224, 0.115],
  "smiles": "CCO.CS",
  "max_force_ev_per_a": 1.8,
  "de_lowest_kcal_mol": 17.0,
  "energy_ev": -16155.128,
  "molar_mass_g_mol": 94.18
}

| no. | highest occupied orbital energy (eV) |
| --- | --- |
| 1 | -10.20 |
| 2 | -10.38 |
| 3 | -9.27 |
| 4 | -9.28 |
| 5 | -8.77 |
| 6 | -10.76 |
| 7 | -10.24 |
| 8 | -10.47 |
| 9 | -10.42 |
| 10 | -9.04 |